No. 1
ORCA calculation (wB97M-V/def2-TZVPD) on one molecule with the formula C6H6O3 in a non-equilibrium geometry.

```
15
Properties=species:S:1:pos:R:3:nbo_charge:R:1
C -0.34287 1.02516 -0.24851 0.10
C -0.17534 -0.10708 -1.01946 0.16
C -0.36936 1.98727 0.60381 -0.45
C -1.28791 -0.47287 -1.68768 -0.39
C 1.55303 -1.59137 1.33081 -0.06
C 1.67967 -0.60777 0.29730 0.64
O 2.76894 0.00538 0.05322 -0.32
O 0.85681 -0.90956 -0.82246 -0.49
O 0.77070 -0.49177 1.43310 -0.44
H 0.25611 2.91452 0.57082 0.23
H -0.88488 1.85352 1.51994 0.21
H -1.44925 -1.43693 -2.21585 0.21
H -2.10807 0.18194 -1.53771 0.20
H 1.02471 -2.49122 1.05133 0.20
H 2.23324 -1.64041 2.17470 0.20
```

- Net charge: 0
- Relative energy (zero: lowest compared OMol25 entry of this formula, charge and spin): 671.10 kJ/mol
- DFT total energy: -457.681511 Eh

No. 2
ORCA calculation (wB97M-V/def2-TZVPD) on a 2-piece molecular cluster, C3H4FO4P overall in a non-equilibrium geometry.

```
13
Properties=species:S:1:pos:R:3:nbo_charge:R:1
C -0.08116 2.24453 1.66604 -0.49
C -0.10746 1.22776 0.70264 -0.32
C -0.80450 -0.01875 0.54304 0.31
O 1.80428 -2.80764 -1.99872 -0.86
O 0.66188 -0.58474 -2.38008 -1.25
O -0.76125 -2.42066 -2.04277 -1.25
O 0.99855 -1.74037 -0.03075 -1.00
F -1.51012 -0.50315 1.62480 -0.37
P 0.62024 -1.88445 -1.56963 2.41
H 0.45404 3.14508 1.55451 0.17
H -0.86261 2.25951 2.52854 0.15
H 0.64286 1.54621 -0.13077 0.25
H -1.05474 -0.46334 -0.46685 0.26
```

- Net charge: -2
- Relative energy (zero: lowest compared OMol25 entry of this formula, charge and spin): 320.24 kJ/mol
- DFT total energy: -858.809396 Eh

No. 3
ORCA calculation (wB97M-V/def2-TZVPD) on C7H11ClO2 as an isolated structure in a non-equilibrium geometry.

```
21
Properties=species:S:1:pos:R:3:nbo_charge:R:1
C 0.81438 -1.72867 0.09706 -0.29
C 1.32794 -0.52173 0.08897 -0.08
C -0.57794 -1.96582 -0.20239 -0.42
C -1.41788 -0.82645 -0.75472 -0.42
C -1.14883 0.52955 -0.06515 0.03
C 0.23063 1.09115 -0.27251 0.37
C 0.68012 2.17389 0.69344 -0.67
O -1.22125 0.39473 1.35243 -0.72
O 0.54149 1.23416 -1.69863 -0.72
Cl 3.00047 -0.12055 0.35279 -0.02
H 1.41962 -2.56122 0.33515 0.22
H -0.63959 -2.94746 -0.86153 0.23
H -1.06111 -2.44286 0.75985 0.22
H -1.21639 -0.80911 -1.80472 0.23
H -2.47233 -1.08609 -0.47942 0.22
H -1.94600 1.14267 -0.39995 0.20
H 0.81396 1.65345 1.57239 0.23
H 0.10928 3.05007 0.91407 0.24
H 1.70453 2.37840 0.37403 0.22
H -0.41449 -0.04568 1.66090 0.47
H 1.47339 1.40758 -1.66206 0.47
```

- Net charge: 0
- Relative energy (zero: lowest compared OMol25 entry of this formula, charge and spin): 90.26 kJ/mol
- DFT total energy: -883.903140 Eh

No. 4
ORCA calculation (wB97M-V/def2-TZVPD) on a 2-piece molecular cluster, C5H8N5 overall in a non-equilibrium geometry.

```
18
Properties=species:S:1:pos:R:3:nbo_charge:R:1
C -2.64022 0.46849 2.26971 0.39
C -0.54505 -1.29937 -1.59673 -0.07
C -1.79550 -0.17587 0.17431 0.77
C -0.58383 -2.65920 -1.39663 -0.29
C 2.43964 1.37634 0.17539 -0.47
N -2.64514 0.60897 3.40329 -0.29
N -0.99369 -0.51874 -0.68318 -0.48
N -2.61171 0.24828 0.96135 -0.52
N 0.10072 1.04008 0.62789 -0.13
N 1.03132 1.51963 -0.03841 -0.11
H -0.05169 -0.86010 -2.48495 0.22
H -0.90052 -2.92851 -0.38654 0.19
H -0.34990 -3.41584 -2.03818 0.22
H 2.80274 1.42156 -0.84849 0.25
H 2.83081 2.26126 0.53688 0.26
H 2.78302 0.44116 0.76574 0.27
H 0.38993 0.45347 1.41458 0.38
H 0.73908 2.01837 -0.85603 0.42
```

- Net charge: +1
- Relative energy (zero: lowest compared OMol25 entry of this formula, charge and spin): 515.64 kJ/mol
- DFT total energy: -468.639588 Eh